(1)
{"formula": "C5H14N2O", "method": "ωB97M-V/def2-TZVPD", "charge": 0, "smiles": "C[C@H](O)N(C)[C@@H](C)N", "homo_lumo_gap_ha": 0.3311, "e_above_lowest_ev": 3.569, "elements": ["N", "H", "C", "H", "C", "H", "C", "H", "H", "O", "H", "H", "H", "H", "C", "H", "H", "C", "N", "H", "H", "H"], "coordinates": [[-1.911996, -0.527320, 1.629621], [-0.906523, 1.210177, -1.846623], [0.255136, 0.955304, 1.899713], [0.887916, -2.203016, -1.585491], [-1.209705, 1.040543, -0.806340], [1.334023, 0.835255, -1.261281], [1.093481, -1.207300, -1.996330], [-2.291690, -1.211897, 0.976271], [-2.285298, 0.850739, -0.834869], [2.230901, -0.456495, -0.024940], [2.216072, -1.405253, 0.172317], [2.045413, -1.272801, -2.538527], [0.009682, 0.788098, 2.952352], [-2.485041, 0.308594, 1.527117], [1.172855, -0.178679, -0.891534], [1.344055, 1.009477, 1.818275], [-1.032684, 1.975534, -0.267842], [-0.284739, -0.199037, 1.080942], [-0.517796, -0.130048, -0.276654], [0.193103, -1.137532, 1.370177], [0.303663, -0.966801, -2.709881], [-0.160827, 1.922456, 1.613529]], "forces_ev_per_angstrom": [[2.6026, 0.3765, 0.2424], [0.0319, -0.1402, 0.1523], [0.0221, 0.0688, 0.2111], [-0.1062, 0.1752, 0.0527], [0.2837, -0.0673, -0.2145], [-0.0612, -0.0540, 0.1013], [0.1259, -0.0274, -0.1854], [0.3157, 0.2028, -0.0443], [0.0770, -0.0202, 0.1252], [-0.9839, -0.1249, 0.3428], [0.0854, 0.2125, -0.0448], [-0.1164, 0.1259, 0.0945], [0.0067, -0.0190, -0.1532], [0.3346, 0.0276, -0.0744], [-2.1069, 0.0531, -0.7412], [-0.1292, -0.0065, -0.1056], [0.0280, 0.0158, 0.0711], [-5.0468, -0.8210, 2.8853], [4.5841, -0.0350, -2.6153], [0.0625, 0.1637, -0.2059], [0.0193, -0.0250, 0.1229], [-0.0289, -0.0815, -0.0171]], "nbo_charge": [-0.89, 0.20, -0.67, 0.21, -0.43, 0.17, -0.65, 0.35, 0.21, -0.69, 0.47, 0.21, 0.24, 0.34, 0.26, 0.23, 0.18, 0.16, -0.48, 0.19, 0.23, 0.20]}



(2)
{"formula": "C15H37F12N9O18S3Y2", "method": "ωB97M-V/def2-TZVPD", "charge": 2, "homo_lumo_gap_ha": 0.2296, "e_above_lowest_ev": 0.026, "elements": ["H", "C", "F", "H", "C", "F", "O", "C", "N", "N", "C", "F", "H", "H", "H", "H", "O", "H", "O", "H", "F", "H", "H", "C", "O", "H", "H", "O", "C", "H", "F", "N", "C", "H", "H", "C", "C", "H", "S", "S", "O", "O", "Y", "H", "F", "O", "H", "H", "O", "N", "H", "O", "H", "C", "O", "H", "N", "F", "C", "H", "C", "O", "F", "N", "H", "F", "O", "N", "H", "H", "H", "O", "H", "H", "H", "Y", "C", "F", "H", "N", "F", "O", "H", "O", "H", "N", "H", "H", "C", "O", "H", "C", "H", "F", "S", "O"], "coordinates": [[-3.186996, -3.246119, -2.943448], [-4.328879, -0.979458, 0.292407], [3.457278, -3.508437, -2.758135], [1.837722, 4.978635, -5.400924], [0.973250, 4.239246, -3.684360], [6.385507, 0.983455, -2.247422], [-3.786126, -4.509880, 1.163770], [-4.305407, -5.519314, 1.999068], [0.046972, 4.531800, -2.755452], [2.136090, 5.014356, 0.046982], [-0.797783, -0.164884, -0.733791], [-0.307707, -1.360761, -0.609551], [-2.021016, -0.519915, 2.906297], [-1.218449, -0.419586, 4.474675], [-3.668020, -6.398142, 2.075154], [-1.599991, -3.610079, -1.641949], [-0.436772, 3.437805, 3.735496], [-0.603719, 1.346657, -4.754266], [5.523114, -1.764545, -1.646800], [-5.269048, -5.902864, 1.634777], [2.951899, -4.121111, 2.524388], [-4.221135, -2.868518, 2.260983], [-4.447892, -5.123330, 3.012986], [-0.658019, -2.143839, 3.252295], [0.127367, 0.712439, -4.757584], [0.819514, 6.023569, 1.959328], [1.846197, 5.967871, -0.027082], [4.190651, 2.011042, -0.283864], [-1.598034, 3.123227, 3.451833], [-4.000567, -0.588007, 1.257161], [-1.487724, 0.139402, 0.363176], [1.113142, 5.079066, 2.111472], [-1.191695, -3.199326, -3.562147], [-0.303597, 3.788028, -2.166562], [0.903382, 0.368516, 3.188669], [1.673408, -2.164059, 2.393951], [3.173339, -2.888380, -1.628734], [-3.014026, 2.789361, 1.998973], [0.525445, 1.105400, -0.931951], [4.461707, 2.649929, -1.575637], [0.566347, -1.453662, 2.986639], [1.435995, 3.058195, -3.797762], [2.410752, 0.914662, -4.113100], [0.931484, 6.132509, -4.489640], [-1.581982, -0.085866, -1.788326], [-0.208892, 2.335460, -0.949666], [-1.036209, -2.601268, 2.330241], [-0.247066, 5.479617, -2.609042], [1.202644, 0.801390, -2.197998], [-4.663028, -2.896427, -1.125232], [-5.394426, -0.797862, 0.130823], [3.702027, -0.622060, -2.760223], [-2.892814, -2.884517, -4.631335], [-4.012612, -2.444800, 0.117123], [2.171195, 3.198482, 1.475292], [-0.550578, -2.895005, 4.028554], [-2.039839, 2.964481, 2.167077], [1.218988, -4.003747, 3.823670], [-4.513213, -3.289390, 1.288822], [-2.472773, -1.634628, 4.252083], [6.249764, 2.261071, -1.936623], [1.514734, 1.119074, 3.005370], [6.620970, 3.001102, -2.952893], [-0.808475, -3.538244, -2.255685], [1.142487, 1.914321, 3.428353], [1.862264, -2.587797, -1.652353], [-0.404445, -3.033521, -4.488344], [-2.556336, -3.101695, -3.712425], [1.297408, -2.569222, 1.439295], [-5.667791, -2.793575, -0.982982], [0.031151, -3.064985, -1.983038], [3.828805, -0.616725, -0.354490], [-3.865152, -0.342370, -0.463607], [-1.443307, 2.919861, 1.359444], [-4.604496, -3.910851, -1.229237], [3.270152, 0.892531, 1.446379], [2.222047, -3.288338, 3.271229], [3.445486, -3.639374, -0.594220], [-5.576143, -3.543081, 1.257994], [1.306492, 5.205321, -4.583266], [6.922698, 2.542773, -0.843573], [3.673167, 2.003126, -2.649945], [-2.943827, -2.670481, 0.099524], [1.453523, 0.887686, 0.139977], [-2.302934, 3.037176, 5.383226], [-2.532337, 2.880318, 4.420981], [-3.449800, 2.609330, 4.124396], [-0.189032, -0.040345, -5.289062], [1.819815, 4.355715, 1.200376], [2.654331, -1.317648, 2.086806], [2.742252, 4.555828, -0.611927], [-1.660581, -1.106515, 3.752499], [0.734021, 4.526418, 2.887118], [2.975637, -2.834934, 4.269296], [4.171762, -1.348576, -1.560618], [4.346344, 4.071846, -1.560137]], "forces_ev_per_angstrom": [[-0.3127, 0.2564, -0.0457], [0.1229, 0.7099, -0.2955], [0.1332, -0.1671, -0.0858], [0.2283, -0.0170, 0.0284], [-0.3675, -0.1886, -0.9330], [-0.0443, -0.0251, 0.0880], [0.1276, -0.4166, -0.2467], [-0.6006, -0.2399, 0.5088], [0.6902, -0.1514, -0.5186], [-0.4739, -1.1267, 0.8557], [0.1442, 0.8837, 0.4847], [0.4338, -0.7033, 0.1710], [-0.2469, 0.0847, 0.1079], [0.1321, -0.1238, 0.0783], [0.4597, 0.3262, -0.2875], [0.3587, 0.1500, 0.6280], [-0.0906, -0.4038, -0.0417], [0.2384, 0.1285, 0.2131], [0.1757, -0.1990, -0.0904], [-0.0244, 0.2892, -0.0014], [0.0981, -0.0195, 0.0105], [-0.3895, 0.2786, -0.0178], [-0.0396, -0.1168, -0.0230], [-0.3963, 0.6264, 0.2713], [0.3022, -0.5815, -0.8936], [-0.0569, 0.0801, -0.0358], [0.2319, 0.1756, -0.3451], [0.4861, 0.2877, -0.3787], [0.0946, -0.1919, 0.3838], [-0.2240, -0.1348, 0.0880], [0.0723, 0.0965, -0.0203], [0.4587, -1.1955, -0.2089], [-0.7598, -0.4300, 0.5663], [0.2836, 0.0486, 0.2639], [0.5625, -0.3176, -0.1283], [-0.4366, 0.7040, -1.1874], [-0.0425, 0.2635, -0.0867], [-0.0169, -0.0553, -0.0332], [0.2038, -0.0476, -0.6597], [-0.1919, -0.1269, 0.2273], [0.2993, 0.0046, 0.5217], [0.1133, -0.0203, -0.7348], [-0.5667, 0.8018, 4.2323], [0.0042, 0.0498, -0.1609], [-0.3712, -0.0990, -0.4863], [-0.0343, 0.2035, 0.2365], [0.1148, -0.1844, 0.0641], [-0.1666, 0.0205, -0.0036], [-0.2030, -0.5838, -0.8537], [0.0095, -0.4695, -0.3180], [-0.0763, -0.1322, 0.4420], [-1.2171, 0.5603, -1.7844], [-0.2082, -0.2048, -0.0146], [-1.1485, -0.4991, 0.2678], [0.7683, -0.9050, -0.2559], [0.1872, -0.0659, -0.1825], [-0.4093, -0.0212, 0.1759], [0.3109, -0.3125, -0.0641], [1.1890, -0.7161, 0.2489], [-0.1849, 0.1824, -0.1428], [-0.7705, -0.3797, 0.1209], [-0.0163, 0.1637, 0.3961], [0.2801, 0.3447, -0.2436], [-0.5169, 0.1296, -1.9276], [-0.0088, 0.0059, -0.3520], [0.1276, 0.2116, 0.2703], [0.0587, 0.6671, 0.3671], [1.1647, -0.0078, -0.1947], [-0.3020, -0.7434, 0.2900], [0.0887, 0.4191, -0.2254], [-0.0741, -0.4091, 0.3883], [-0.3722, 0.0315, 0.3170], [0.1786, -0.2857, -0.1141], [0.3690, 0.1603, 0.3065], [0.4414, 0.0593, 0.2736], [-2.6411, -2.2327, 0.2324], [-0.3919, -0.1373, 0.2437], [-0.0811, -0.1841, 0.1836], [-0.1920, 0.5236, -0.0260], [-0.1948, -0.5554, 1.0375], [0.2986, 0.1300, 0.0358], [0.6081, 0.2436, -0.4618], [0.1038, 0.2902, -0.2854], [-0.2006, -0.1340, 0.6363], [-0.0281, 0.0513, 0.0794], [0.4588, 0.1387, -1.1993], [-0.2155, -0.0269, 0.4686], [-0.1111, -0.1114, 0.2521], [-0.2252, 1.8254, 0.4781], [1.3053, 2.7742, -0.2294], [0.1780, 0.4520, -0.0859], [0.2130, -0.1845, -0.3989], [-0.1696, 0.4554, -0.2073], [0.0899, 0.0744, 0.0353], [0.7669, 0.2016, 0.1604], [0.0466, 0.0204, -0.2194]], "lowdin_charge": [0.05, -0.06, 0.18, 0.12, -0.55, 0.17, -0.21, -0.11, 0.21, 0.19, -0.69, 0.18, 0.05, 0.08, 0.09, 0.08, -0.02, 0.11, -0.20, 0.09, 0.16, 0.12, 0.09, -0.23, -0.08, 0.11, 0.11, -0.40, -0.61, 0.07, 0.15, 0.19, -0.64, 0.07, 0.06, -0.42, -0.67, 0.10, 0.60, 0.64, -0.12, -0.14, 1.93, 0.12, 0.17, -0.25, 0.12, 0.13, -0.40, 0.04, 0.09, -0.42, 0.10, -0.43, -0.08, 0.12, 0.18, 0.13, -0.20, 0.08, -0.68, -0.12, 0.19, 0.16, 0.06, 0.11, 0.00, 0.17, 0.16, 0.08, 0.04, -0.37, 0.06, 0.08, 0.08, 1.84, -0.57, 0.20, 0.13, 0.20, 0.19, -0.43, 0.12, -0.35, 0.12, 0.18, 0.10, 0.11, -0.60, -0.24, 0.05, -0.06, 0.07, 0.17, 0.56, -0.23]}



(3)
{"formula": "C2H2N4", "method": "ωB97M-V/def2-TZVPD", "charge": 0, "homo_lumo_gap_ha": 0.3474, "e_above_lowest_ev": 4.345, "elements": ["N", "N", "N", "H", "C", "N", "H", "C"], "coordinates": [[-1.024635, -1.019479, 0.673336], [-0.093217, -0.485504, -1.246209], [-0.715411, -1.390995, -0.672372], [1.055426, 0.596496, 2.301202], [-0.335178, -0.155617, 1.224579], [0.233341, 0.792978, 1.742455], [0.351660, 1.240192, -2.215777], [0.654986, 0.355780, -1.668206]], "forces_ev_per_angstrom": [[0.1718, 0.3177, 0.4982], [0.1580, 0.1742, 0.0122], [0.2264, 0.2798, -0.4562], [0.0618, -0.0065, -0.0110], [0.0170, 0.0055, -0.0624], [-0.3296, -0.3031, -0.0623], [-0.0043, -0.0699, -0.0142], [-0.3012, -0.3977, 0.0958]], "nbo_charge": [-0.38, -0.08, -0.09, 0.40, 0.61, -0.67, 0.22, -0.02]}



(4)
{"formula": "C16H34F2O", "method": "ωB97M-V/def2-TZVPD", "charge": 0, "homo_lumo_gap_ha": 0.1563, "elements": ["H", "H", "C", "F", "C", "H", "H", "C", "H", "C", "H", "H", "H", "H", "H", "C", "H", "H", "H", "C", "C", "H", "H", "H", "H", "C", "H", "H", "C", "F", "H", "H", "C", "H", "O", "C", "C", "H", "H", "H", "H", "C", "C", "H", "H", "H", "H", "H", "C", "H", "C", "H", "H"], "coordinates": [[-1.251427, -2.424626, -4.565144], [-2.209519, 0.693568, -2.499969], [-0.840939, -3.089854, -2.580487], [-0.380632, 1.360772, 3.784426], [-1.856533, -0.318316, -2.304688], [-0.397087, 3.350059, 4.218249], [2.808809, 1.635930, -0.695299], [1.671188, -2.973623, 1.128147], [1.277342, -2.678779, -0.945375], [-1.479289, -3.357018, -1.227167], [0.018850, -2.429187, -2.548009], [3.202447, 2.302811, 0.916471], [2.521301, -3.523693, 0.729506], [1.125841, -3.620470, 1.815466], [-2.097140, -0.509463, -1.264932], [2.415922, 1.890934, 0.290983], [2.746305, -0.988485, -0.138230], [0.825901, 0.472959, 0.390219], [-0.984214, -3.599966, 0.874480], [1.772140, 0.646156, 0.900724], [-1.812858, -2.565382, -3.643139], [3.626456, -0.320344, 1.282152], [-0.775778, -0.296297, -2.415886], [1.557566, 0.850376, 1.945084], [-2.613501, 6.542512, 0.803889], [-0.479592, -3.629796, -0.089770], [-0.105530, -4.650693, -0.202284], [-0.467675, -4.050512, -2.940747], [1.368248, 2.997029, 0.069427], [0.298219, 5.012036, 0.903154], [0.282008, -1.659896, 0.089988], [2.780027, -1.910052, 2.637057], [-0.173677, 3.038837, 2.052371], [-2.160731, -2.573980, -0.904875], [-2.343556, 5.617193, 0.976042], [0.691591, -2.661586, -0.033447], [0.067840, 2.661262, 3.510471], [-1.003096, 3.734779, 1.995477], [0.501395, 2.600360, -0.495833], [1.180670, -1.277314, 2.292816], [-2.553704, -3.344435, -3.820959], [-2.564909, -1.258268, -3.286052], [0.957935, 3.699806, 1.333350], [-3.561104, -1.497445, -2.920078], [1.813185, 3.754823, -0.576690], [-1.319191, 5.492573, 0.901018], [-2.662102, 5.301365, 1.850909], [-2.085327, -4.259210, -1.321831], [2.659878, -0.601841, 0.873159], [1.136491, 2.674559, 3.701612], [2.081834, -1.677413, 1.833551], [-0.513833, 2.131005, 1.538597], [-2.696443, -0.713759, -4.217904]], "forces_ev_per_angstrom": [[-0.0008, -0.0038, -0.1277], [0.0522, 0.1677, 0.0413], [-0.3500, -0.1375, -0.4162], [-0.2615, 0.1628, 0.0554], [-0.3736, 0.4462, -0.2394], [-0.2087, -0.1099, 0.0504], [0.2593, -0.0614, -0.0031], [-0.8185, 0.5181, -0.3144], [-0.1533, 0.0882, -0.3261], [0.1457, -0.2779, 0.5722], [0.0439, 0.1575, 0.2869], [0.2181, -0.1245, 0.0505], [0.1735, -0.0693, 0.1273], [0.2593, -0.1336, 0.2758], [0.1032, -0.2134, 0.1441], [-1.0663, 0.0303, -0.3768], [0.2868, -0.0044, -0.1252], [-0.1567, -0.1854, 0.0177], [-0.1906, -0.0218, 0.0832], [0.8692, 0.2410, -0.0347], [-0.1234, 0.0024, 0.5481], [0.3550, 0.0613, -0.4080], [0.1105, -0.1064, -0.0500], [-0.2569, 0.0588, 0.2074], [0.0751, -0.1814, 0.1192], [0.2634, -0.1528, -0.5391], [0.1398, -0.0792, 0.0312], [0.2432, -0.0345, -0.0806], [0.0183, 0.8309, -0.1050], [-1.0111, 1.1410, -0.5847], [0.0474, 0.2029, -0.0652], [0.0763, 0.0982, 0.0744], [-0.1317, -0.6050, 0.1715], [-0.0037, 0.2461, -0.1680], [-0.0475, 0.2410, -0.0154], [0.2740, -0.2805, 0.4938], [0.5171, 0.0524, -0.0605], [-0.5598, 0.0902, 0.1526], [-0.0460, -0.2471, -0.0553], [-0.0948, 0.0805, 0.2007], [-0.0826, -0.0636, -0.2327], [0.5761, -0.2395, -0.0699], [0.3905, -0.3037, 0.5264], [-0.0832, 0.0375, 0.1077], [0.0958, 0.0698, -0.0635], [1.1762, -0.6992, -0.0167], [0.1977, 0.0245, -0.1801], [-0.2595, 0.0055, -0.0732], [-0.6579, 0.0282, 1.0564], [0.1383, -0.0494, -0.0039], [0.0865, -0.5157, -0.5362], [-0.0466, -0.2409, 0.0005], [-0.2079, 0.0583, -0.1233]], "nbo_charge": [0.20, 0.21, -0.40, -0.39, -0.62, 0.14, 0.19, -0.39, 0.20, -0.40, 0.20, 0.21, 0.19, 0.19, 0.20, -0.39, 0.20, 0.19, 0.20, -0.40, -0.39, 0.20, 0.21, 0.20, 0.54, -0.39, 0.19, 0.20, -0.48, -0.51, 0.19, 0.20, -0.54, 0.19, -0.82, -0.40, 0.06, 0.14, 0.14, 0.20, 0.20, -0.40, 0.00, 0.20, 0.21, 0.57, 0.55, 0.20, -0.40, 0.18, -0.39, 0.20, 0.20]}



(5)
{"formula": "C3H11NO2", "method": "ωB97M-V/def2-TZVPD", "charge": 0, "smiles": "C=CCN.O.O", "homo_lumo_gap_ha": 0.3846, "e_above_lowest_ev": 1.461, "elements": ["C", "H", "H", "H", "H", "O", "O", "C", "C", "N", "H", "H", "H", "H", "H", "H", "H"], "coordinates": [[1.036727, -2.113600, -0.677620], [1.913813, -3.708034, -2.941536], [0.333656, -1.418057, -2.469136], [0.643428, -4.017954, -2.101624], [0.722656, 5.627439, 2.167522], [0.208227, 6.445436, 2.241004], [-4.705453, 3.464664, 1.987537], [1.114960, -2.075139, -2.169629], [1.299234, -3.023862, 0.244140], [0.951243, -3.401471, -2.846946], [0.813783, -1.152305, -0.248171], [1.430479, -4.080696, 0.036719], [-5.425425, 4.077244, 2.132548], [1.378174, -2.733179, 1.287336], [0.645170, 6.765908, 3.043778], [-4.442989, 3.025109, 2.803394], [2.082313, -1.681508, -2.489316]], "forces_ev_per_angstrom": [[0.6408, 0.8396, 0.5704], [0.0148, -0.3193, -0.5169], [-0.5371, 0.6507, -0.6631], [-0.5271, -0.2529, -0.2055], [-0.4358, -0.0851, -0.5958], [0.8935, -0.4732, 0.6772], [0.4835, -0.3404, -0.5084], [-0.2133, -1.6121, 0.0765], [-0.0478, -0.7254, -0.1270], [0.7925, 0.5114, 0.9573], [0.0804, 0.6132, -0.0275], [0.3221, 0.0215, -0.1132], [-0.0773, -0.0357, 0.4849], [-0.3648, -0.0936, -0.1103], [-0.4557, 0.5633, -0.0790], [-0.4074, 0.3713, 0.0215], [-0.1614, 0.3669, 0.1590]], "nbo_charge": [-0.18, 0.34, 0.19, 0.34, 0.46, -0.92, -0.95, -0.27, -0.41, -0.80, 0.19, 0.18, 0.47, 0.20, 0.46, 0.47, 0.20]}